ORCA calculation (ωB97M-V/def2-TZVPD) on a 14-piece molecular cluster, C50H136N8O14 overall in a non-equilibrium geometry.

```
208
Properties=species:S:1:pos:R:3:forces:R:3:lowdin_charge:R:1
C 3.6332 -0.0706 1.5679 0.92 -0.02 0.79 -0.05
C 3.8243 -0.2128 3.0910 -0.85 1.52 -1.04 -0.37
C 4.3676 1.1058 3.6652 -0.35 0.65 -0.23 -0.21
O 4.3909 1.0295 5.0730 0.39 0.40 1.09 -0.20
C 4.8354 2.2237 5.7425 0.18 -0.49 -0.23 -0.09
N 2.5235 -0.4837 3.7087 0.84 -0.73 0.82 0.07
H 3.1600 -0.9792 1.1953 0.24 0.08 -0.29 0.06
H 4.6396 0.0961 1.1840 -0.03 -0.42 -0.59 0.08
H 3.0628 0.8076 1.2654 -0.34 0.00 0.35 0.07
H 4.4984 -1.0405 3.3115 0.02 -0.04 0.04 0.13
H 3.6828 1.8956 3.3563 -0.61 0.13 0.03 0.11
H 5.3011 1.4920 3.2559 0.69 -0.65 0.01 0.13
H 5.8353 2.4876 5.3981 -0.04 0.30 -0.38 0.08
H 4.9668 2.0915 6.8165 -0.30 -0.77 -0.04 0.09
H 4.1319 3.0522 5.6607 -0.05 0.09 -0.53 0.08
H 2.7547 -0.2595 4.6660 -0.66 -0.42 0.73 0.08
H 1.7943 0.1739 3.4725 0.28 0.42 -0.66 0.05
C -2.3074 -1.4651 3.9969 -0.42 -0.33 -0.38 -0.05
C -1.9392 -2.8253 4.6276 0.09 1.60 -0.17 -0.40
C -3.1894 -3.4702 5.2592 1.62 -0.11 0.72 -0.19
O -3.3817 -2.8697 6.5602 -1.56 0.31 -1.20 -0.18
C -4.6055 -3.3493 7.1337 0.53 -0.90 0.13 -0.11
N -1.3058 -3.7254 3.6656 -0.85 -0.92 0.09 0.06
H -3.1029 -1.6288 3.2700 0.02 -0.19 -0.41 0.06
H -1.4843 -0.9873 3.4657 0.19 -0.11 0.09 0.05
H -2.7626 -0.7288 4.6594 0.33 -0.21 0.55 0.08
H -1.1773 -2.6499 5.3871 -0.40 0.25 0.69 0.13
H -2.9705 -4.5281 5.4037 0.07 -0.39 0.18 0.12
H -4.0364 -3.4740 4.5731 -0.35 0.67 0.21 0.11
H -4.9337 -2.8073 8.0206 0.69 0.19 0.02 0.08
H -4.3879 -4.3899 7.3743 -0.34 -0.24 0.51 0.08
H -5.4935 -3.3947 6.5032 0.23 0.42 -0.73 0.08
H -0.9826 -4.4522 4.2881 0.06 -0.73 -0.28 0.06
H -0.4400 -3.3983 3.2612 0.15 0.85 0.00 0.03
C 2.9387 -2.7577 -3.3782 -0.49 -2.05 -1.21 -0.07
C 3.7114 -3.4308 -2.2518 0.51 0.76 -1.21 -0.37
C 5.0502 -4.2224 -2.7841 -1.72 1.76 1.37 -0.18
O 4.6589 -5.2333 -3.6536 0.23 -0.38 -0.45 -0.18
C 5.7288 -5.9207 -4.2762 -0.10 -0.42 -0.04 -0.11
N 4.0380 -2.3533 -1.3585 1.61 -0.16 1.73 0.04
H 2.6475 -3.6122 -3.9890 -0.14 0.25 -0.92 0.06
H 3.4912 -2.0348 -3.9784 0.25 -0.10 0.16 0.07
H 1.9757 -2.3289 -3.1009 0.15 0.19 0.52 0.06
H 3.0163 -4.1203 -1.7729 0.30 -0.40 0.17 0.11
H 5.6337 -4.5686 -1.9310 -0.20 -0.43 0.35 0.12
H 5.7055 -3.4823 -3.2436 -0.06 0.23 -0.53 0.10
H 6.2721 -6.5944 -3.6136 -0.09 0.00 0.53 0.08
H 6.4930 -5.2795 -4.7153 -0.17 0.46 -0.12 0.08
H 5.3116 -6.5606 -5.0538 -0.13 0.22 -0.05 0.09
H 3.2539 -1.7572 -1.1350 -0.32 -0.30 -0.11 0.03
H 4.7034 -1.7603 -1.8335 0.21 0.15 -0.07 0.01
C -5.6219 -2.4807 -0.9139 -0.81 -1.52 0.36 -0.06
C -4.2020 -3.0047 -0.6251 -1.40 0.67 0.24 -0.41
C -4.1647 -4.5350 -0.3335 0.00 0.27 -0.09 -0.17
O -4.9036 -4.9161 0.8502 0.76 0.17 -0.37 -0.18
C -4.1002 -4.7665 2.0331 -0.20 0.36 -0.60 -0.10
N -3.3817 -2.5610 -1.7452 0.22 -1.04 0.06 0.08
H -6.2907 -2.7237 -0.0882 0.03 0.36 0.40 0.07
H -6.0614 -3.0907 -1.7031 0.21 0.02 -0.47 0.07
H -5.7645 -1.4412 -1.2093 0.57 0.03 0.21 0.05
H -3.8913 -2.5597 0.3201 0.29 0.25 0.25 0.11
H -3.1271 -4.8591 -0.2529 0.36 0.21 0.42 0.09
H -4.4891 -5.1393 -1.1808 -0.76 0.17 -0.03 0.13
H -4.6134 -5.1420 2.9183 -0.31 -0.19 -0.31 0.08
H -3.8986 -3.7093 2.2057 0.20 0.07 0.06 0.06
H -3.1475 -5.2862 1.9308 0.08 -0.03 -0.01 0.08
H -2.5710 -3.1632 -1.7596 0.37 0.20 -0.28 0.03
H -3.0500 -1.6214 -1.5802 0.09 0.14 -0.02 0.06
C -0.1695 -4.9702 -5.0822 1.13 -1.42 0.62 -0.07
C -0.7889 -4.3629 -3.8464 0.29 1.83 -0.20 -0.41
C -0.1885 -4.7763 -2.4771 -1.00 0.14 -1.15 -0.14
O -0.8198 -4.0246 -1.4501 -1.30 -0.92 0.51 -0.28
C -0.3398 -4.4177 -0.1697 2.06 1.15 -0.07 -0.08
N -0.6130 -2.9173 -4.0187 -0.18 0.49 -0.10 0.06
H -0.3389 -6.0462 -5.0432 -0.08 -0.26 -0.40 0.07
H 0.9121 -4.8419 -5.0405 0.12 0.12 -0.04 0.06
H -0.4826 -4.5731 -6.0479 -0.45 0.17 0.38 0.08
H -1.8472 -4.6181 -3.9005 -0.28 -0.16 0.65 0.13
H 0.8715 -4.5534 -2.3553 0.30 -0.53 -0.59 0.12
H -0.4881 -5.8200 -2.3822 0.66 -0.32 0.43 0.13
H -0.0752 -5.4675 -0.0432 -0.87 -0.25 -0.10 0.10
H -0.8176 -3.9370 0.6840 -0.90 -0.42 -0.31 0.09
H 0.6359 -3.9327 -0.1406 0.71 -0.04 0.39 0.08
H -1.4086 -2.5321 -4.5072 -0.01 0.03 -0.20 0.06
H -0.5357 -2.3717 -3.1722 -0.02 -0.14 0.14 0.02
C -1.7510 7.1365 -0.6773 0.29 -0.54 0.35 -0.06
C -2.2701 5.9903 -1.5370 2.62 -0.16 -0.06 -0.44
C -1.7358 4.5885 -0.9950 -1.46 0.82 0.32 -0.14
O -2.3077 4.4360 0.3332 0.14 -0.25 -1.16 -0.20
C -1.9512 3.2250 0.9609 -0.06 0.31 0.60 -0.11
N -3.6708 6.1205 -1.6310 -1.75 -1.15 0.38 0.05
H -2.1637 8.0977 -0.9839 0.02 -0.12 0.03 0.08
H -0.6627 7.1749 -0.6309 -0.02 0.11 -0.35 0.05
H -2.0510 6.8819 0.3392 -0.23 0.41 0.20 0.07
H -1.9452 6.1066 -2.5710 0.66 -0.17 0.04 0.13
H -0.6598 4.4147 -0.9880 0.28 0.64 0.22 0.09
H -2.0956 3.8151 -1.6736 -0.41 -0.29 -0.01 0.10
H -2.4686 3.1713 1.9188 0.12 0.40 0.06 0.06
H -0.8765 3.2381 1.1421 0.22 -0.42 0.08 0.08
H -2.2660 2.2987 0.4804 0.13 0.08 -0.78 0.07
H -4.0578 5.8608 -0.7350 -0.23 0.47 0.73 0.07
H -3.9811 5.3068 -2.1427 -0.33 -0.03 -0.82 0.05
C -2.9533 0.3792 -3.8283 -0.48 0.25 0.14 -0.05
C -4.4522 0.5833 -3.5564 0.04 0.91 0.47 -0.43
C -4.7267 2.0602 -3.2805 1.25 0.44 -0.96 -0.26
O -5.9413 2.2524 -2.6909 -2.04 0.32 1.65 -0.18
C -6.2236 3.5647 -2.1839 -0.24 -0.33 -0.76 -0.08
N -5.2597 0.0535 -4.6400 -0.16 -0.60 -0.23 0.05
H -2.4153 0.7411 -2.9521 0.29 -0.28 0.05 0.06
H -2.6169 0.9663 -4.6829 -0.19 0.16 -0.10 0.08
H -2.6925 -0.6548 -4.0536 -0.14 -0.04 0.29 0.06
H -4.7688 0.1196 -2.6222 0.42 -0.37 0.35 0.11
H -4.7079 2.6360 -4.2058 0.27 0.08 -0.53 0.13
H -3.9463 2.4808 -2.6463 0.47 -0.10 0.24 0.10
H -6.0955 4.3087 -2.9702 -0.08 0.09 -0.30 0.08
H -5.6412 3.9317 -1.3388 0.45 -0.67 0.24 0.07
H -7.2684 3.5649 -1.8734 0.07 -0.08 -0.09 0.09
H -5.3234 -0.9280 -4.4104 0.29 -0.60 -0.49 0.07
H -6.2372 0.2942 -4.5581 -0.17 0.76 0.18 0.07
C 4.7446 0.9733 -1.8197 -0.30 0.76 -0.39 -0.04
C 5.1142 0.5326 -3.2455 1.07 0.39 0.16 -0.40
C 5.9337 1.5758 -4.0479 -0.72 0.81 0.29 -0.17
O 5.1981 2.7938 -4.1868 -0.67 -0.64 0.63 -0.21
C 5.8796 3.9852 -4.4118 0.32 0.49 0.74 -0.12
N 5.8927 -0.7011 -3.1917 -0.14 -1.03 -0.83 0.02
H 5.5757 0.9526 -1.1147 0.23 -0.19 -0.19 0.08
H 3.9133 0.4321 -1.3680 0.14 -0.35 -0.24 0.05
H 4.4032 2.0080 -1.8513 0.02 0.19 -0.07 0.07
H 4.2256 0.3331 -3.8444 -0.22 -0.17 0.24 0.13
H 6.1235 1.2438 -5.0686 0.24 -0.55 0.02 0.12
H 6.8764 1.7019 -3.5154 0.26 0.37 0.01 0.12
H 5.1994 4.8175 -4.2313 -0.43 -0.14 -0.77 0.07
H 6.3542 4.0274 -5.3921 0.03 0.13 -0.07 0.09
H 6.5878 4.2099 -3.6142 0.76 -0.47 -0.01 0.09
H 6.8201 -0.7345 -2.7932 -0.05 0.94 0.69 0.09
H 6.0802 -1.0222 -4.1308 -0.35 -0.24 -0.32 0.08
C 1.6697 2.7373 -3.9011 0.08 0.11 0.23 -0.04
C 1.4064 3.9691 -3.0617 0.76 0.43 0.40 -0.49
C 2.5368 5.0257 -3.1039 -0.03 -1.41 -0.45 -0.03
O 0.1804 4.5506 -3.4277 -0.60 0.37 0.03 -0.04
H 0.7786 2.1109 -3.9425 0.11 -0.23 0.45 0.08
H 2.5270 2.2450 -3.4420 -0.06 -0.41 -0.42 0.06
H 1.8667 2.9546 -4.9509 0.43 0.36 -0.03 0.09
H 1.3250 3.7024 -2.0080 -0.36 -0.40 0.05 0.10
H 2.4785 5.7270 -2.2716 -0.39 0.44 -0.53 0.07
H 2.5092 5.3885 -4.1314 0.12 0.89 0.25 0.09
H 3.5084 4.5424 -3.0015 0.02 -0.28 0.08 0.05
H 0.1098 4.4643 -4.3812 -0.15 0.13 -0.15 0.09
C 2.4083 3.9951 0.6474 -1.01 -0.99 0.91 -0.03
C 2.0869 5.1171 1.6575 0.20 0.41 -0.62 -0.41
C 1.0154 6.0746 1.1534 0.31 -0.22 -0.61 -0.05
O 1.6900 4.5955 2.9608 0.68 0.02 -1.03 -0.07
H 3.0065 3.2002 1.0929 0.48 0.26 0.17 0.07
H 2.8430 4.2718 -0.3131 0.15 0.59 0.36 0.07
H 1.5056 3.4376 0.3977 -0.43 0.19 -0.04 0.05
H 3.0082 5.6910 1.7573 0.18 0.02 0.39 0.13
H 1.0820 7.0585 1.6178 -0.30 -0.13 0.40 0.09
H 0.0257 5.6225 1.2188 -0.09 0.15 0.23 0.08
H 1.1796 6.2826 0.0962 0.12 -0.11 -0.15 0.07
H 1.4850 5.3456 3.5238 -0.06 0.10 0.04 0.10
C 0.7272 0.7548 -1.2815 0.15 -0.50 0.07 -0.02
C 0.4279 -0.6201 -0.6040 -0.77 1.08 0.20 -0.44
C -0.3356 -0.4725 0.7113 1.00 0.43 0.13 -0.03
O -0.3075 -1.3934 -1.5091 -0.41 0.61 -1.08 -0.07
H -0.1181 1.2421 -1.7674 -0.53 -0.58 0.00 0.07
H 1.4727 0.6376 -2.0680 0.11 -0.07 0.07 0.06
H 1.0557 1.5367 -0.5967 0.38 -0.37 0.38 0.06
H 1.3372 -1.1811 -0.3883 0.49 0.36 0.16 0.11
H -0.3774 -1.4445 1.2028 -0.33 0.01 0.10 0.06
H -1.3023 0.0269 0.6462 -0.18 -0.32 -0.37 0.07
H 0.2706 0.1881 1.3312 0.08 -0.02 0.41 0.06
H -0.4676 -2.2919 -1.2113 0.03 -0.30 0.26 0.03
C 0.9027 2.5861 5.6074 0.49 -0.52 0.08 -0.03
C 0.2415 1.8648 4.4260 -0.86 1.31 0.33 -0.48
C -1.1570 2.4257 4.2716 -1.30 -0.36 1.01 -0.06
O 0.9200 2.0562 3.2300 0.92 -1.00 -0.98 -0.08
H 0.2689 2.5561 6.4937 0.06 -0.15 0.00 0.08
H 1.1083 3.6369 5.4036 -0.20 0.08 -0.28 0.07
H 1.8666 2.1335 5.8399 0.06 -0.10 0.10 0.06
H 0.1911 0.7869 4.5797 -0.06 -0.05 0.33 0.13
H -1.5743 2.5122 5.2748 -0.26 0.01 0.14 0.08
H -1.8539 1.7653 3.7555 0.21 -0.10 -0.36 0.06
H -1.2548 3.4229 3.8426 0.58 -0.03 -0.17 0.08
H 1.2469 2.9576 3.1834 0.05 0.56 -0.06 0.03
C 1.8056 -5.3472 3.0327 -0.98 0.24 -1.21 -0.04
C 2.4920 -4.0008 3.0266 0.90 0.42 -0.05 -0.48
C 3.6131 -3.8695 1.9788 0.10 -1.38 0.75 -0.04
O 1.5934 -2.9403 2.7730 -1.22 -1.02 -0.65 -0.10
H 0.9497 -5.3256 3.7072 0.55 -0.43 0.71 0.06
H 2.4774 -6.2051 3.0641 0.00 0.17 0.79 0.09
H 1.2647 -5.5223 2.1027 0.14 0.30 -0.62 0.06
H 2.8178 -3.8077 4.0487 0.73 -0.27 0.17 0.13
H 4.1916 -2.9479 2.0412 -0.56 0.23 -0.32 0.06
H 3.1518 -4.0983 1.0181 0.16 0.67 -0.25 0.07
H 4.3718 -4.6426 2.1004 0.06 -0.30 0.20 0.07
H 2.0776 -2.1569 3.0441 -0.15 1.19 0.45 0.01
C -5.9679 0.6550 2.8229 0.70 0.16 -0.84 -0.04
C -5.2929 1.6096 1.7835 -0.85 -0.95 1.29 -0.47
C -4.9101 0.9524 0.4761 0.07 -0.69 -0.68 -0.05
O -6.2543 2.6143 1.5644 0.20 1.22 -0.37 -0.05
H -6.8443 0.2078 2.3538 0.13 -0.49 -0.11 0.08
H -6.3711 1.2017 3.6753 0.41 0.24 -0.01 0.08
H -5.2313 -0.0776 3.1528 -0.31 -0.34 0.10 0.06
H -4.4398 2.0438 2.3047 0.03 0.38 -0.29 0.12
H -4.2872 0.0593 0.5262 0.12 -0.12 0.63 0.07
H -4.3973 1.5691 -0.2620 -0.08 0.59 0.31 0.06
H -5.8054 0.6035 -0.0387 -0.29 0.05 0.04 0.08
H -7.0240 2.1973 1.1706 -0.10 -0.06 -0.10 0.09
```
Positions in Å, forces in eV/Å.

Properties
HOMO energy, eV: -8.351
Gap between HOMO and LUMO, Ha: 0.3183
Relative energy (zero: lowest compared OMol25 entry of this formula, charge and spin), kcal/mol: 51.5
E_LUMO, Ha: 0.0115
Charge: 0
M, g/mol: 1073.7
Electronic energy, Ha: -3477.76972